{"formula": "C69H151N7O13", "method": "wB97M-V/def2-TZVPD", "e_tot_ev": -111036.809, "de_lowest_kcal_mol": 92.7, "gap_ha": 0.305, "total_charge": 0, "spin_multiplicity": 1, "smiles": "CC1(C)CCCC(C)(C)N1O.CC1(C)CCCC(C)(C)N1O.CC1(C)CCCC(C)(C)N1O.CC1(C)CCCC(C)(C)N1O.CC1(C)CCCC(C)(C)N1O.CC1(C)CCCC(C)(C)N1O.CC1(C)CCCC(C)(C)N1O.OCCO.OCCO.OCCO", "species": ["C", "C", "C", "C", "C", "C", "C", "C", "C", "N", "O", "H", "H", "H", "H", "H", "H", "H", "H", "H", "H", "H", "H", "H", "H", "H", "H", "H", "H", "H", "C", "C", "C", "C", "C", "C", "C", "C", "C", "N", "O", "H", "H", "H", "H", "H", "H", "H", "H", "H", "H", "H", "H", "H", "H", "H", "H", "H", "H", "H", "C", "C", "C", "C", "C", "C", "C", "C", "C", "N", "O", "H", "H", "H", "H", "H", "H", "H", "H", "H", "H", "H", "H", "H", "H", "H", "H", "H", "H", "H", "C", "C", "C", "C", "C", "C", "C", "C", "C", "N", "O", "H", "H", "H", "H", "H", "H", "H", "H", "H", "H", "H", "H", "H", "H", "H", "H", "H", "H", "H", "C", "C", "C", "C", "C", "C", "C", "C", "C", "N", "O", "H", "H", "H", "H", "H", "H", "H", "H", "H", "H", "H", "H", "H", "H", "H", "H", "H", "H", "H", "C", "C", "C", "C", "C", "C", "C", "C", "C", "N", "O", "H", "H", "H", "H", "H", "H", "H", "H", "H", "H", "H", "H", "H", "H", "H", "H", "H", "H", "H", "C", "C", "C", "C", "C", "C", "C", "C", "C", "N", "O", "H", "H", "H", "H", "H", "H", "H", "H", "H", "H", "H", "H", "H", "H", "H", "H", "H", "H", "H", "O", "C", "C", "O", "H", "H", "H", "H", "H", "H", "O", "C", "C", "O", "H", "H", "H", "H", "H", "H", "O", "C", "C", "O", "H", "H", "H", "H", "H", "H"], "coordinates": [[0.96522, -8.54339, -11.54721], [1.63857, -7.35364, -10.78249], [1.38801, -7.44860, -9.23022], [3.21605, -7.43351, -10.91728], [3.71540, -6.99425, -12.29011], [3.31127, -5.54807, -12.63420], [1.76608, -5.40392, -12.50386], [1.42632, -3.91979, -12.35235], [1.03452, -5.97417, -13.82348], [1.20149, -6.06836, -11.27475], [-0.16051, -5.87421, -10.97718], [-0.12227, -8.47287, -11.56934], [1.26376, -8.66959, -12.58790], [1.20325, -9.48126, -11.04538], [1.65619, -6.56525, -8.65067], [0.34241, -7.47156, -8.92317], [1.86650, -8.32069, -8.78457], [3.86400, -7.23068, -10.06457], [3.35515, -8.51302, -10.97564], [4.78130, -7.21164, -12.35867], [3.24535, -7.64871, -13.02416], [3.76952, -5.25938, -13.58012], [3.81210, -4.98917, -11.84369], [0.35035, -3.76311, -12.42873], [1.83928, -3.32278, -13.16546], [1.78547, -3.51669, -11.40545], [-0.02362, -5.71286, -13.81130], [1.09444, -7.05024, -13.98657], [1.44111, -5.45504, -14.69141], [-0.24337, -5.15957, -10.34156], [6.14328, -14.82199, -21.31033], [6.82781, -13.97630, -20.22671], [6.64334, -14.68779, -18.82494], [8.31960, -13.92726, -20.43948], [8.71605, -13.02029, -21.65348], [8.14198, -11.61286, -21.47799], [6.60177, -11.58650, -21.10804], [6.36334, -10.19799, -20.56298], [5.86203, -11.73525, -22.42160], [6.29675, -12.58605, -20.10942], [5.06604, -12.52180, -19.45531], [6.52673, -15.83857, -21.39775], [5.05868, -14.83200, -21.20247], [6.18608, -14.30175, -22.26721], [6.68968, -14.08241, -17.91970], [5.61702, -15.04889, -18.75877], [7.30632, -15.51682, -18.57744], [8.78315, -13.71706, -19.47561], [8.62561, -14.94665, -20.67466], [9.79777, -13.09889, -21.76210], [8.43174, -13.37637, -22.64368], [8.50553, -10.99848, -22.30169], [8.62334, -11.31699, -20.54586], [6.89956, -10.18145, -19.61414], [5.30501, -9.96653, -20.44274], [6.85317, -9.49983, -21.24176], [5.98519, -10.76215, -22.89700], [4.78891, -11.87587, -22.29217], [6.26216, -12.47066, -23.11957], [5.34035, -12.24327, -18.57851], [5.04915, -9.84294, -8.48742], [6.11450, -10.86313, -8.12678], [5.39105, -12.04496, -7.38604], [6.60587, -11.36008, -9.56031], [7.74053, -10.52865, -10.18234], [8.82020, -10.30148, -9.21774], [8.44369, -9.71421, -7.81258], [9.65702, -10.01478, -6.88926], [8.25826, -8.17013, -7.99099], [7.22511, -10.36335, -7.32373], [6.78021, -9.87668, -6.09818], [4.25895, -10.20237, -9.14658], [4.71940, -9.34753, -7.57421], [5.45595, -9.08154, -9.15292], [6.20673, -12.76781, -7.36981], [4.95145, -11.92050, -6.39641], [4.70613, -12.45177, -8.13001], [6.99975, -12.34544, -9.31124], [5.67531, -11.41013, -10.12569], [8.09057, -10.97322, -11.11397], [7.24393, -9.62058, -10.52425], [9.52237, -9.60097, -9.66977], [9.39632, -11.21862, -9.09511], [9.85478, -11.08649, -6.86886], [9.55812, -9.57522, -5.89673], [10.46164, -9.46392, -7.37633], [7.82070, -7.74985, -7.08545], [7.48179, -8.01206, -8.73945], [9.18032, -7.59901, -8.09924], [6.44326, -9.02407, -6.38300], [6.22974, -12.00771, -15.27408], [4.99646, -12.63039, -14.61937], [5.29022, -14.13607, -14.36078], [4.80805, -12.00901, -13.22824], [4.20784, -10.61186, -13.24035], [3.00360, -10.60735, -14.10028], [3.16080, -11.20393, -15.52096], [1.73535, -11.30581, -16.08684], [4.02488, -10.24017, -16.43184], [3.73770, -12.56290, -15.45126], [3.84111, -13.15145, -16.68826], [6.13540, -11.84559, -16.34782], [6.46575, -11.01410, -14.89311], [7.15608, -12.57658, -15.19428], [6.10171, -14.25163, -13.64228], [4.42155, -14.69657, -14.01531], [5.43004, -14.63380, -15.32037], [4.19852, -12.67626, -12.61885], [5.76865, -12.08574, -12.71886], [3.94221, -10.30296, -12.22935], [4.80646, -9.85296, -13.74416], [2.62528, -9.58607, -14.14448], [2.24672, -11.17975, -13.56401], [1.28582, -10.33445, -16.29297], [1.04012, -11.77913, -15.39349], [1.61227, -11.84116, -17.02830], [4.88423, -9.93089, -15.83688], [3.34361, -9.41644, -16.64497], [4.43588, -10.63982, -17.35891], [3.65423, -14.05823, -16.43442], [3.78832, -7.47251, -19.77074], [2.34113, -7.82043, -20.09158], [1.58977, -7.45835, -18.76157], [1.86468, -6.81056, -21.16782], [0.49945, -7.11513, -21.71012], [0.35094, -8.53044, -22.26666], [0.82485, -9.60946, -21.24183], [-0.29433, -10.03373, -20.15599], [1.17708, -10.90121, -22.09247], [2.13862, -9.24490, -20.56429], [2.59715, -10.14696, -19.62299], [4.41602, -7.76588, -20.61218], [3.93287, -6.42529, -19.50512], [4.07837, -8.04791, -18.89160], [1.93131, -6.47893, -18.42663], [0.50955, -7.37702, -18.88246], [1.75524, -8.20495, -17.98484], [1.88063, -5.73539, -20.98934], [2.60999, -6.97690, -21.94560], [-0.19144, -7.02248, -20.87214], [0.13878, -6.36361, -22.41243], [0.94797, -8.42158, -23.17210], [-0.68325, -8.64154, -22.59254], [-1.24067, -10.36262, -20.58537], [-0.51460, -9.24636, -19.43514], [0.17305, -10.82572, -19.57082], [1.99402, -10.64093, -22.76550], [0.34406, -11.14496, -22.75182], [1.37227, -11.76757, -21.46048], [3.37778, -10.51102, -20.04687], [-2.92862, -12.73072, -14.97625], [-3.46627, -11.83827, -16.15667], [-3.85878, -12.73852, -17.39359], [-4.79079, -11.16881, -15.74673], [-4.74574, -9.93462, -14.83640], [-3.70351, -8.92154, -15.40554], [-2.35056, -9.44982, -15.65337], [-1.61737, -8.33093, -16.50768], [-1.55504, -9.67643, -14.34861], [-2.49697, -10.72163, -16.51494], [-1.32910, -11.07771, -17.19118], [-3.50080, -13.65202, -14.86702], [-1.97479, -13.03582, -15.40661], [-2.81421, -12.17395, -14.04619], [-4.87072, -13.13483, -17.30991], [-3.71403, -12.36887, -18.40873], [-3.26867, -13.65494, -17.38640], [-5.36520, -10.83759, -16.61185], [-5.33140, -11.90015, -15.14591], [-5.70313, -9.42053, -14.75153], [-4.41785, -10.20837, -13.83358], [-3.66295, -8.06368, -14.73432], [-4.04725, -8.62717, -16.39714], [-0.59256, -8.59195, -16.77173], [-1.50815, -7.38126, -15.98394], [-2.09259, -8.10927, -17.46326], [-2.19322, -10.03897, -13.54277], [-1.18209, -8.72039, -13.98120], [-0.65672, -10.28019, -14.47746], [-1.33769, -10.49873, -17.95688], [8.63970, -16.08036, -11.33918], [9.21129, -17.15895, -12.19585], [9.85650, -18.27273, -11.32579], [8.04297, -17.89462, -12.90694], [7.40996, -17.21985, -14.13432], [8.51363, -16.86914, -15.11487], [9.65037, -16.03473, -14.51177], [10.70590, -16.17876, -15.58140], [9.24585, -14.52082, -14.41238], [10.15392, -16.69619, -13.28998], [11.25608, -16.00060, -12.76256], [8.32687, -16.41470, -10.35001], [9.45334, -15.40256, -11.08095], [7.97884, -15.41205, -11.89120], [9.23510, -18.63686, -10.50764], [10.01939, -19.16435, -11.93125], [10.80300, -18.02224, -10.84674], [8.48013, -18.80342, -13.32054], [7.29098, -18.33918, -12.25504], [6.70205, -17.96069, -14.50596], [6.84169, -16.33347, -13.85237], [8.00432, -16.41172, -15.96307], [8.83869, -17.79842, -15.58272], [11.50376, -15.44986, -15.43918], [10.30562, -15.96195, -16.57179], [11.15781, -17.16741, -15.66166], [8.64771, -14.36403, -13.51475], [8.52062, -14.20076, -15.16052], [10.12420, -13.87571, -14.43349], [11.95089, -16.66305, -12.76197], [5.61623, -14.93935, -9.45995], [5.19730, -15.16358, -10.81399], [3.68206, -14.90909, -10.83034], [3.32903, -13.62206, -10.51884], [5.42174, -14.00609, -9.34685], [5.84677, -14.50943, -11.39569], [5.41774, -16.20287, -11.05768], [3.19141, -15.77196, -10.37998], [3.44723, -15.04129, -11.88650], [2.38201, -13.62848, -10.36163], [2.33305, -14.31907, -19.23575], [1.32404, -14.78678, -18.24382], [1.87197, -16.09107, -17.63453], [2.99208, -15.92275, -16.79991], [3.08836, -13.89576, -18.82113], [1.17087, -13.96817, -17.54060], [0.40421, -14.97231, -18.79843], [2.23696, -16.81864, -18.35946], [1.07040, -16.54007, -17.04803], [3.02708, -16.64716, -16.17093], [1.84183, -13.80688, -13.57116], [0.60319, -13.88422, -14.21364], [0.15019, -15.33324, -13.97613], [-0.10730, -15.41461, -12.57599], [2.39191, -13.33458, -14.20040], [-0.17130, -13.19263, -13.88201], [0.71230, -13.74308, -15.28894], [0.91344, -16.04085, -14.29991], [-0.79265, -15.50944, -14.49391], [0.65155, -14.98019, -12.17974]], "mulliken_charge": [-1.14, 1.84, -2.09, -0.13, 0.30, -1.39, 1.71, -2.21, -1.51, 0.48, -0.50, 0.46, -0.36, 0.53, 0.48, 0.42, 0.31, 0.34, -0.68, 0.67, -0.79, 0.50, 0.43, 0.45, 0.41, 0.47, 0.46, -0.11, 0.50, 0.33, -1.50, 1.70, -2.69, -1.21, -0.98, -1.25, 1.47, -1.27, -1.94, -0.32, 1.06, 0.36, 0.26, 0.31, 0.28, 0.46, 0.55, 0.44, 0.43, 0.49, 0.40, 0.44, 0.43, 0.43, -0.42, 0.63, 0.53, 0.28, 0.42, -0.27, -2.09, 2.00, -1.86, -0.77, -0.32, -1.56, 1.46, -1.92, -1.56, 0.33, -0.46, 0.34, 0.57, 0.23, 0.62, 0.29, 0.28, 0.49, -0.01, 0.42, 0.17, 0.48, 0.38, 0.41, 0.37, 0.41, 0.39, 0.31, 0.43, 0.35, -0.76, 2.74, -1.51, -0.72, -0.28, -0.30, 1.92, 0.50, -0.41, 0.11, 3.04, -0.43, 0.27, 0.03, -0.45, 0.06, 0.52, -0.55, 0.91, -0.56, 0.32, -0.96, 0.54, 0.13, -0.69, -0.50, 0.36, 0.05, -0.89, -0.97, -1.77, 1.76, -1.29, -1.42, -0.68, -1.05, 1.41, -1.29, -1.96, -0.29, 1.63, 0.43, 0.48, 0.05, 0.64, 0.18, -0.29, 0.33, 0.41, 0.24, 0.47, 0.34, 0.40, 0.42, 0.13, 0.09, 0.53, 0.41, 0.25, -0.34, -1.46, 1.50, -1.76, -1.44, -0.76, -1.50, 2.42, -2.28, -1.63, 0.10, 0.38, 0.45, 0.12, 0.36, 0.42, 0.32, 0.38, 0.44, 0.45, 0.42, 0.35, 0.34, 0.48, 0.26, 0.48, 0.43, 0.46, 0.49, -0.21, -0.02, -1.46, 2.08, -1.94, -1.86, 0.79, -1.17, 1.91, -2.18, -0.86, 0.27, -0.50, 0.45, 0.47, -0.31, 0.37, 0.45, 0.41, 0.52, 0.52, 0.69, -1.06, -0.08, 0.47, 0.43, 0.33, 0.48, 0.06, -0.11, 0.48, 0.37, -0.69, 0.03, -0.23, -0.33, 0.07, -0.12, 0.47, 0.53, -0.07, 0.22, -0.61, 0.40, -0.80, -0.43, -0.16, -0.49, 0.41, 0.34, 0.44, 0.19, -0.29, 1.10, -0.63, -0.68, -0.55, 0.12, -0.76, 0.18, 0.39, 0.34]}

{"formula": "C36H38N8O6", "method": "wB97M-V/def2-TZVPD", "e_tot_ev": -62156.561, "de_lowest_kcal_mol": 4.1, "gap_ha": 0.326, "total_charge": 0, "spin_multiplicity": 1, "smiles": "O=C1c2ccccc2C(=O)N1CCCc1cn(C[C@H]2CC[C@@H]([C@@H]3CC[C@H](Cn4cc(CCCN5C(=O)c6ccccc6C5=O)nn4)O3)O2)nn1", "species": ["O", "C", "C", "C", "C", "C", "C", "C", "C", "O", "N", "C", "C", "C", "C", "C", "N", "C", "C", "C", "C", "C", "C", "C", "C", "C", "C", "N", "C", "C", "C", "C", "C", "N", "C", "O", "C", "C", "C", "C", "C", "C", "C", "O", "N", "N", "O", "O", "N", "N", "H", "H", "H", "H", "H", "H", "H", "H", "H", "H", "H", "H", "H", "H", "H", "H", "H", "H", "H", "H", "H", "H", "H", "H", "H", "H", "H", "H", "H", "H", "H", "H", "H", "H", "H", "H", "H", "H"], "coordinates": [[2.49853, -4.32747, 2.58610], [2.64788, -3.24368, 2.07723], [2.46349, -1.89490, 2.65156], [2.04867, -1.49614, 3.90430], [1.98554, -0.12932, 4.15973], [2.33090, 0.79987, 3.19182], [2.74494, 0.39494, 1.92540], [2.80582, -0.95794, 1.67046], [3.19297, -1.69728, 0.44993], [3.54186, -1.27427, -0.62831], [3.08200, -3.03903, 0.77304], [3.33481, -4.12648, -0.14598], [2.05237, -4.88106, -0.50962], [1.23135, -4.20229, -1.60900], [0.93355, -2.77394, -1.31617], [1.16983, -1.67018, -2.10929], [0.74867, -0.62311, -1.37165], [0.76936, 0.76477, -1.71525], [-0.21970, 1.07580, -2.84761], [-1.66773, 0.64248, -2.53542], [-2.51018, 1.88038, -2.86402], [-1.51653, 2.82901, -3.55240], [-1.81323, 4.31284, -3.28497], [-0.78885, 5.26180, -3.92735], [-0.59941, 6.33706, -2.85828], [-0.82048, 5.53865, -1.56988], [0.48713, 4.85870, -1.12336], [0.32682, 4.07317, 0.06544], [-0.56255, 3.08079, 0.28832], [-0.20175, 2.55630, 1.51317], [-0.77443, 1.39027, 2.23682], [-2.25505, 1.19818, 1.92014], [-2.85432, 0.04118, 2.71480], [-2.27741, -1.23645, 2.36014], [-1.44008, -1.95308, 3.20372], [-1.05022, -1.56246, 4.27628], [-1.20488, -3.24589, 2.52271], [-0.50502, -4.36193, 2.92811], [-0.51311, -5.46970, 2.08664], [-1.20283, -5.45135, 0.88438], [-1.90378, -4.32210, 0.47351], [-1.89189, -3.22389, 1.30579], [-2.55492, -1.90557, 1.17779], [-3.22520, -1.46348, 0.27657], [0.86402, 3.26296, 1.95080], [1.17185, 4.15701, 1.08498], [-1.82900, 4.60086, -1.89428], [-0.23877, 2.47558, -3.05226], [0.28479, -1.05127, -0.20609], [0.39074, -2.33018, -0.16289], [1.77499, -2.21856, 4.65610], [1.65340, 0.20900, 5.12909], [2.25500, 1.85636, 3.39861], [3.00704, 1.11944, 1.17022], [3.80658, -3.69378, -1.03204], [4.03308, -4.81547, 0.33942], [2.32211, -5.88312, -0.84739], [1.44479, -4.97578, 0.39010], [1.77216, -4.24624, -2.55745], [0.29111, -4.74828, -1.72484], [1.60471, -1.56083, -3.07911], [0.48525, 1.32381, -0.82062], [1.78116, 1.05228, -2.01599], [0.12467, 0.58720, -3.77477], [-1.95247, -0.20988, -3.14986], [-1.77188, 0.34788, -1.49169], [-2.89124, 2.35484, -1.96069], [-3.35257, 1.65197, -3.51240], [-1.53269, 2.67019, -4.64451], [-2.82681, 4.50818, -3.66397], [-1.15030, 5.66538, -4.87003], [0.14249, 4.72612, -4.10682], [0.37933, 6.80788, -2.89630], [-1.36884, 7.10375, -2.95145], [-1.21181, 6.14577, -0.74640], [1.24667, 5.61220, -0.90588], [0.83137, 4.20027, -1.92767], [-1.35481, 2.87395, -0.39411], [-0.62775, 1.52856, 3.30937], [-0.22412, 0.49032, 1.94013], [-2.38628, 0.98962, 0.85773], [-2.80924, 2.10757, 2.16186], [-3.93153, -0.01281, 2.52651], [-2.67541, 0.17791, 3.78458], [0.03207, -4.37709, 3.86241], [0.03142, -6.35536, 2.37739], [-1.19516, -6.33049, 0.25591], [-2.44308, -4.30087, -0.46103]], "mulliken_charge": [-0.65, -0.12, 0.63, -0.32, -0.43, -0.80, -0.36, 0.77, -0.13, -0.66, 0.29, -1.05, 0.07, -1.47, 0.35, -0.77, 0.79, -1.26, 0.07, 0.29, -1.16, 0.12, -0.34, -0.89, -0.89, 0.34, -0.81, 0.93, -0.39, -0.21, 1.02, -0.31, -1.46, 0.45, 0.04, -0.66, 0.76, -0.33, -0.39, -0.51, -0.45, 0.36, -0.03, -0.70, -0.27, -1.50, -0.46, -0.39, 0.24, -0.01, 0.41, 0.45, 0.43, 0.52, 0.42, 0.49, 0.43, -0.37, 0.40, 0.43, 0.53, -0.16, 0.33, 0.35, 0.55, -0.64, 0.38, 0.47, 0.47, 0.52, 0.53, 0.26, 0.39, 0.31, 0.42, 0.45, 0.25, 0.83, 0.63, -0.90, -0.01, 0.44, 0.39, 0.48, 0.38, 0.34, 0.45, 0.53]}